[1]
ORCA calculation (ωB97M-V with the def2-TZVPD basis set) on C23H27ClN4O in the gas phase.

Structure (XYZ):
```
56
Properties=species:S:1:pos:R:3:forces:R:3:nbo_charge:R:1
C -4.88869 -0.37381 -2.86347 0.0 0.0 0.0 -0.3984
C -3.65643 -0.09060 -2.46283 -0.1 -0.1 0.0 0.0263
C -2.43104 -0.57496 -3.17953 0.0 0.0 0.0 -0.6617
C -3.41886 0.76578 -1.24097 0.1 0.0 -0.1 -0.2572
N -2.39121 0.24249 -0.36459 0.0 0.1 0.1 -0.6190
C -2.66915 -0.44785 0.75211 0.0 -0.1 0.0 0.6865
O -3.78707 -0.65791 1.18798 0.0 0.0 0.0 -0.6387
C -1.44564 -0.94420 1.54461 0.0 0.0 0.0 -0.1624
C -1.56030 -2.43027 1.77889 0.0 0.0 0.0 0.0703
C -1.42192 -2.98215 3.01365 0.0 0.0 0.0 -0.2141
C -1.48082 -4.39220 3.20607 0.0 0.0 0.0 -0.2599
C -1.68908 -5.21270 2.15245 0.0 0.0 0.0 0.0253
N -1.85096 -4.66757 0.90603 0.0 0.0 0.0 -0.3101
C -2.09025 -5.26089 -0.31244 0.0 0.0 0.0 -0.1237
C -2.16254 -4.22826 -1.20579 0.0 0.0 0.0 -0.0426
N -1.98308 -3.02243 -0.59952 0.0 0.0 0.0 -0.4905
C -1.79946 -3.30102 0.67802 0.0 0.0 0.0 0.2937
N -0.13672 -0.50380 1.00187 -0.1 0.0 0.0 -0.4944
C 0.50831 0.48193 1.87570 0.1 0.0 -0.1 -0.2030
C -0.10974 1.87419 1.75400 0.0 0.0 0.0 -0.2183
C 0.25779 2.51344 0.41894 0.0 0.0 0.0 -0.6053
C 0.34489 2.74838 2.91766 0.0 0.0 0.0 -0.6055
C 0.74890 -1.53908 0.55099 0.1 0.0 0.0 0.1273
C 1.53226 -2.26938 1.44092 0.0 0.0 0.0 -0.2231
C 2.37344 -3.27252 0.98621 0.0 0.0 0.0 -0.2270
C 2.42716 -3.54308 -0.37192 0.0 0.0 0.0 -0.0368
Cl 3.46954 -4.81132 -0.94785 0.0 0.0 0.0 -0.0048
C 1.66928 -2.81932 -1.27574 0.0 0.0 0.0 -0.2493
C 0.83600 -1.81597 -0.80532 0.0 0.0 0.0 -0.1224
H -5.75269 -0.04373 -2.30001 0.0 0.0 0.0 0.1979
H -5.07164 -0.95154 -3.76117 0.0 0.0 0.0 0.1928
H -1.90306 -1.30110 -2.55602 0.0 0.0 0.0 0.2416
H -2.69112 -1.05904 -4.12042 0.0 0.0 0.0 0.2175
H -1.74721 0.25248 -3.39518 0.0 0.0 0.0 0.2039
H -3.10468 1.76465 -1.56217 0.0 0.0 0.0 0.1983
H -4.33501 0.86482 -0.66202 0.0 0.0 0.0 0.2366
H -1.41336 0.32761 -0.59067 0.0 0.0 0.0 0.4183
H -1.57046 -0.46942 2.52356 0.0 0.0 0.0 0.2244
H -1.26253 -2.33952 3.87072 0.0 0.0 0.0 0.2174
H -1.36396 -4.81654 4.19217 0.0 0.0 0.0 0.2280
H -1.74665 -6.28889 2.21907 0.0 0.0 0.0 0.2166
H -2.18307 -6.32691 -0.41848 0.0 0.0 0.0 0.2203
H -2.34194 -4.29836 -2.26687 0.0 0.0 0.0 0.2098
H 0.47756 0.15594 2.92658 0.0 0.0 0.0 0.1705
H 1.56226 0.53910 1.59030 0.0 0.0 0.0 0.2086
H -1.19929 1.77199 1.80571 0.0 0.0 0.0 0.2018
H 1.32121 2.76873 0.40431 0.0 0.0 0.0 0.2028
H 0.07691 1.83612 -0.41656 0.0 0.0 0.0 0.2032
H -0.30943 3.42944 0.24888 0.0 0.0 0.0 0.2127
H 1.43538 2.82726 2.93716 0.0 0.0 0.0 0.2012
H -0.05810 3.75810 2.82949 0.0 0.0 0.0 0.2141
H 0.02128 2.33859 3.87616 0.0 0.0 0.0 0.2080
H 1.47638 -2.06255 2.50240 0.0 0.0 0.0 0.2196
H 2.97946 -3.84488 1.67487 0.0 0.0 0.0 0.2272
H 1.72936 -3.04186 -2.33198 0.0 0.0 0.0 0.2293
H 0.22465 -1.25170 -1.49666 0.0 0.0 0.0 0.2163
```
Forces are in eV/Å.

Computed properties:
- maximum force (hartree/bohr) = 0.003
- relative energy (zero: lowest compared OMol25 entry of this formula, charge and spin) (kJ/mol) = 58.7
- HOMO-LUMO gap (hartree) = 0.3260
- SMILES = C=C(C)CNC(=O)[C@@H](c1cccn2ccnc12)N(CC(C)C)c1ccc(Cl)cc1
- total energy (eV) = -44820.0188

[2]
ORCA calculation (ωB97M-V with the def2-TZVPD basis set) on 2 unconnected molecules or ions with the total composition C4H10O3.

Structure (XYZ):
```
17
Properties=species:S:1:pos:R:3:forces:R:3:nbo_charge:R:1
C 0.27736 0.46108 1.35871 -3.6 -2.6 1.0 -0.6184
C -0.22279 -0.28274 0.07310 2.2 1.0 3.2 0.0940
O -0.04533 0.51837 -1.02018 -5.8 -0.6 -0.8 -0.7534
C 0.61568 -1.52288 -0.08818 -0.3 -3.5 -1.3 -0.5632
C 0.67363 -1.81868 -1.60799 -0.4 2.7 -0.7 0.4336
O 1.48468 -2.48488 -2.16642 0.6 -1.3 0.0 -0.5232
H -0.09284 1.43794 1.41530 -0.5 1.5 0.0 0.2140
H 1.29404 0.46948 1.43633 2.8 0.0 0.0 0.2046
H -0.13739 -0.07542 2.28854 0.7 0.6 -1.3 0.2082
H -1.30568 -0.43163 0.17021 0.4 -0.4 -0.2 0.1955
H 0.63048 1.01853 -1.29240 4.6 2.5 -0.4 0.4972
H 1.69981 -1.58951 0.20148 -1.1 0.8 0.2 0.2471
H 0.14332 -2.45999 0.35198 0.4 1.2 -0.2 0.2437
H 0.09726 -1.02636 -2.23585 0.1 -1.8 0.7 0.1271
O -1.72149 2.94749 0.22334 2.7 -1.6 -4.1 -0.9513
H -2.10994 2.76770 1.02602 -1.3 -0.9 2.8 0.4602
H -1.28079 2.07150 -0.13398 -1.4 2.6 1.1 0.4843
```
Forces are in eV/Å.

Computed properties:
- maximum force (hartree/bohr) = 0.114
- relative energy (zero: lowest compared OMol25 entry of this formula, charge and spin) (kJ/mol) = 273.1
- HOMO-LUMO gap (hartree) = 0.3666
- SMILES = C[C@@H](O)CC=O.O
- total energy (eV) = -10450.4134